Here is a 2-piece molecular cluster, CH8NP3 overall at a distorted geometry from the OMol25 dataset. Energies are from wB97M-V/def2-TZVPD.

XYZ file:
```
13
Properties=species:S:1:pos:R:3:forces:R:3:lowdin_charge:R:1
C 0.465074 -2.065560 0.586958 -3.6674 -0.1835 -1.9903 -0.079
N -2.158385 0.545417 -1.139226 -1.1390 -0.4747 -0.3562 -0.427
P -0.187725 1.334540 1.418252 2.4817 -1.2409 -1.4123 0.557
P 0.965570 1.836216 -1.870350 -0.6868 0.9256 2.1026 0.532
P -0.958803 1.266602 -0.664175 2.1082 0.7419 -0.1390 0.184
H 1.171995 -2.257599 -0.207900 0.5579 0.8641 0.1038 0.014
H 0.624421 -1.436493 1.428293 0.9696 0.1529 0.5189 -0.043
H 0.119722 -3.054187 0.818310 0.1026 -0.6368 0.9673 -0.002
H -0.553071 -1.682665 0.130121 2.0635 -0.3098 0.3845 0.038
H -0.117342 2.690758 1.440057 -0.6357 1.3649 0.3899 -0.182
H -1.374452 0.943771 1.854692 -2.2267 0.0984 1.0934 -0.183
H 0.563516 1.012933 -2.861968 -0.2608 -1.2127 -1.0064 -0.206
H 1.439478 0.866266 -0.933063 0.3329 -0.0892 -0.6562 -0.202
```
Forces are in eV/Å.

frontier orbital gap: 7.93 eV
SMILES: N#P(P)P.C
E_tot: -30519.1063 eV
LUMO energy: -0.025 hartree